A 9-piece molecular cluster, C9H36N18O9 overall in a non-equilibrium geometry, computed with ωB97M-V/def2-TZVPD.

ORCA input file:
```
! RIJCOSX wB97M-V def2-TZVPD def2/J DEFGRID3
* xyz 0 1
N 7.3017 -3.9379 4.6329
C 6.1106 -3.5529 4.2375
N 6.2065 -3.0504 3.1002
O 5.0914 -3.6121 4.8931
H 8.0289 -3.9667 3.9326
H 7.5361 -3.9610 5.6150
H 7.0118 -3.0249 2.4911
H 5.3602 -2.6207 2.7549
N 6.1029 0.8792 -2.2438
C 7.1442 0.4699 -2.8389
N 7.8211 1.5208 -3.3046
O 7.4003 -0.7483 -2.9348
H 5.4750 0.2899 -1.7160
H 6.2776 1.8333 -1.9621
H 7.5411 2.4905 -3.2660
H 8.7330 1.1584 -3.5438
N 7.5649 2.5386 4.5868
C 6.6019 3.0310 3.8381
N 5.4062 2.6888 4.3288
O 6.8318 3.6444 2.8606
H 7.2642 2.3071 5.5229
H 8.5460 2.7251 4.4364
H 5.4685 2.1956 5.2079
H 4.6682 2.7179 3.6398
N -7.9712 1.1611 3.4771
C -9.0450 0.9415 2.7628
N -10.1216 1.4505 3.3242
O -9.0901 0.4283 1.6645
H -7.1808 1.0268 2.8628
H -8.0158 1.8401 4.2234
H -10.0200 1.8976 4.2242
H -10.9285 1.6629 2.7551
N -0.7425 -0.1460 -6.3276
C -1.9249 -0.3293 -5.8350
N -2.8642 0.2285 -6.5489
O -2.1402 -0.7996 -4.7374
H 0.0976 -0.6680 -6.1229
H -0.6102 0.5358 -7.0610
H -3.8255 -0.0502 -6.4140
H -2.6165 0.6239 -7.4447
N -3.3215 5.1167 4.9740
C -2.6482 4.2905 4.1862
N -2.3871 4.8491 3.0038
O -2.2552 3.1714 4.5506
H -3.5795 6.0232 4.6110
H -3.4363 4.8528 5.9421
H -2.1737 4.2024 2.2579
H -2.6312 5.8259 2.9247
N 3.4031 -5.2708 -3.6233
C 2.4525 -5.7649 -4.3697
N 1.3954 -5.1331 -4.1219
O 2.5308 -6.6581 -5.1677
H 3.2214 -4.4259 -3.1005
H 4.2041 -5.7691 -3.2626
H 0.6750 -5.6275 -4.6286
H 1.2432 -4.3146 -3.5501
N -9.9189 -0.0366 -3.9689
C -8.7613 -0.2219 -4.4981
N -7.9030 -0.3553 -3.6135
O -8.5526 -0.4912 -5.6675
H -10.5266 0.3228 -4.6911
H -9.9132 0.5006 -3.1136
H -8.2375 -0.1046 -2.6940
H -6.9553 -0.6675 -3.7697
N 0.5987 -0.7054 2.3780
C 0.3342 -1.0212 1.1737
N -0.9221 -0.6277 0.9961
O 1.0376 -1.4386 0.2429
H 1.4898 -0.9388 2.7924
H 0.0122 0.0162 2.7722
H -1.5451 -0.4306 1.7663
H -1.4247 -0.9878 0.1975
*
```

The structure (SMILES) is NC(N)=O.NC(N)=O.NC(N)=O.NC(N)=O.NC(N)=O.NC(N)=O.NC(N)=O.NC(N)=O.NC(N)=O. Its electronic energy is -55168.3500 eV.

Results of the Mulliken charge analysis, in e, for atoms 1 through 8:
1 N -0.383
2 C 0.662
3 N -0.353
4 O -0.663
5 H 0.166
6 H 0.209
7 H 0.157
8 H 0.205

C43H48BCaCl2F4N7O5SSi2 as an isolated structure in a non-equilibrium geometry, computed with ωB97M-V/def2-TZVPD.

ORCA input file:
```
! RIJCOSX wB97M-V def2-TZVPD def2/J DEFGRID3
* xyz -2 1
Ca 1.0046 -1.7955 -0.9802
S -5.7942 -5.0086 2.0140
N -5.3288 -4.7048 0.4929
C -4.1260 -4.1679 0.5627
C -3.3151 -3.7500 -0.5673
C -3.6768 -3.9731 -1.8958
C -2.8035 -3.6131 -2.8938
C -1.6040 -2.9958 -2.5392
N -1.2772 -2.7371 -1.2831
C -2.0904 -3.1390 -0.3024
C -1.5847 -3.0011 1.0812
N -0.3701 -2.4618 1.2347
C 0.1471 -2.3842 2.4494
C -0.5093 -2.8701 3.5822
C -1.7592 -3.4236 3.4354
C -2.3249 -3.4804 2.1634
C -3.6396 -4.0381 1.8999
N -4.4881 -4.4761 2.8101
H -4.6266 -4.4455 -2.1113
H -3.0265 -3.7991 -3.9346
H -0.8815 -2.7012 -3.2931
H 1.1349 -1.9375 2.5071
H -0.0304 -2.8100 4.5498
H -2.3160 -3.8115 4.2792
C 0.3618 0.8713 4.5215
O 1.6663 1.4513 4.5292
C 1.7635 2.7379 4.0777
C 2.3865 3.6360 4.9381
C 2.5126 4.9777 4.6238
C 1.9860 5.4375 3.4233
C 1.4006 4.5460 2.5449
C 1.3055 3.1747 2.8181
N 0.6863 2.3714 1.8641
C 1.1009 1.1801 1.2366
N 2.3239 0.7634 1.6813
C 3.0801 -0.4247 1.4916
C 2.7147 -1.4270 0.6078
C 3.5713 -2.5468 0.5822
C 4.6979 -2.6671 1.3788
C 5.0473 -1.6237 2.2364
C 4.2441 -0.4980 2.2772
O 4.5110 0.6070 3.0637
C 5.6568 0.5742 3.8696
N 0.3581 0.6457 0.3200
C -0.8847 1.3781 0.0839
C -0.8623 2.3550 -1.0947
C -2.0392 3.3085 -1.0275
C -3.0287 3.2241 -0.0999
C -3.0460 2.2530 0.9147
C -1.9226 1.3916 0.9744
O -1.8335 0.5494 2.0897
C -2.9723 -0.2625 2.2414
H 0.5099 -0.1950 4.6752
H -0.1768 1.0306 3.5892
H -0.2276 1.2798 5.3496
H 2.7436 3.2442 5.8828
H 2.9952 5.6564 5.3159
H 2.0482 6.4860 3.1603
H 1.0139 4.8928 1.5933
H -0.0424 2.8183 1.3171
H 2.7500 1.3754 2.3548
H 3.3682 -3.3556 -0.1190
H 5.3227 -3.5533 1.3292
H 5.9350 -1.6969 2.8503
H 5.6886 1.5258 4.3978
H 6.5675 0.4601 3.2720
H 5.6128 -0.2405 4.6010
H 0.0735 2.9478 -0.9922
H -2.0651 4.0958 -1.7742
H -3.8473 3.9410 -0.1441
H -3.8428 2.1946 1.6410
H -2.7703 -0.9491 3.0619
H -3.1725 -0.8279 1.3243
H -3.8660 0.3197 2.4812
C 2.1381 2.6098 -2.7337
Si 0.4428 2.6805 -3.5332
C -0.0739 4.4999 -3.5364
C 0.5204 2.1985 -5.3486
C -0.7504 1.6646 -2.5021
Si -2.3980 1.1612 -3.2351
C -2.0637 0.0577 -4.7456
C -3.4942 2.5478 -3.9025
C -3.3968 0.1546 -2.0085
H 2.9261 2.7395 -3.4786
H 2.2994 1.6391 -2.2643
H 2.2518 3.3815 -1.9686
H 0.6712 5.0929 -4.0778
H -0.1502 4.8984 -2.5220
H -1.0392 4.6467 -4.0281
H 1.3060 2.7788 -5.8428
H -0.4278 2.4042 -5.8529
H 0.7659 1.1430 -5.4791
H -0.2391 0.6996 -2.3599
H -2.1849 0.6123 -5.6797
H -2.7628 -0.7842 -4.7660
H -1.0492 -0.3479 -4.7328
H -2.8929 3.3148 -4.3988
H -4.0648 3.0284 -3.1080
H -4.1914 2.1416 -4.6447
H -2.7857 -0.6510 -1.5910
H -4.2753 -0.2931 -2.4878
H -3.7240 0.7782 -1.1701
F 2.9925 -0.0073 -4.2924
B 2.6358 -1.1580 -3.5960
F 1.2678 -0.9591 -3.0601
F 3.4460 -1.3423 -2.4736
F 2.6150 -2.2567 -4.4337
Cl -0.3199 -6.0500 0.1138
C 1.3161 -5.3386 -0.0931
Cl 2.5451 -6.4520 0.5336
C 1.5301 -4.9983 -1.6077
O 1.7858 -5.9270 -2.3548
O 1.3656 -3.7664 -1.8633
H 1.3451 -4.4504 0.5292
*
```

Its electronic energy is -147671.9785 eV.

Results of the Mulliken charge analysis, in e, for atoms 1 through 8:
1 Ca 2.129
2 S 0.031
3 N -0.748
4 C 0.887
5 C 0.676
6 C -0.890
7 C -1.177
8 C -0.908

The molecule C18H26N2O2 in a non-equilibrium geometry, computed with ωB97M-V/def2-TZVPD.

ORCA input file:
```
! RIJCOSX wB97M-V def2-TZVPD def2/J DEFGRID3
* xyz 0 1
C 0.4192 0.9512 4.8863
C 0.7376 0.6426 3.4119
O 1.9544 0.6561 3.1170
N -0.2319 0.3778 2.4348
C 0.1897 0.0197 1.0824
C 0.3479 1.2623 0.1803
C 1.8311 1.6092 -0.1954
C 2.5411 0.5634 -1.0606
C 1.5697 -0.3616 -1.7805
C 2.0485 -1.5088 -2.4239
C 1.1673 -2.3975 -3.0801
C 1.6700 -3.6988 -3.6736
C -0.2154 -2.0901 -3.1461
C -0.7007 -0.9562 -2.4376
C 0.1668 -0.0808 -1.8217
N -0.3205 1.0572 -1.0932
C -1.0055 2.0880 -1.7607
C -1.2791 2.0374 -3.2327
O -1.1949 3.1600 -1.1826
C -1.6701 0.2330 2.8514
C -2.6852 0.6819 1.7973
C -2.0635 -1.1970 3.2679
H -0.2521 1.7978 5.0064
H 1.3048 1.1927 5.4868
H -0.0332 0.0947 5.3898
H -0.5069 -0.6810 0.6981
H 1.1230 -0.5427 1.1014
H -0.0459 2.1288 0.7637
H 2.4371 1.8083 0.7122
H 1.8401 2.5665 -0.7165
H 3.2168 -0.0337 -0.4817
H 3.1336 1.1232 -1.8135
H 3.1097 -1.7533 -2.4392
H 2.0463 -4.3243 -2.8713
H 0.8712 -4.2165 -4.2530
H 2.5120 -3.4572 -4.3380
H -0.8828 -2.7579 -3.6659
H -1.7562 -0.7622 -2.4174
H -1.5583 3.0354 -3.6149
H -2.1671 1.3675 -3.4132
H -0.4090 1.6796 -3.7686
H -1.9010 0.9025 3.6975
H -2.5303 1.7321 1.5720
H -2.6182 0.1271 0.8729
H -3.7022 0.5819 2.2428
H -3.1586 -1.2953 3.3853
H -1.6074 -1.4703 4.2313
H -1.7417 -1.8929 2.4922
*
```

The structure (SMILES) is CC(=O)N(C[C@H]1CCc2cc(C)ccc2N1C(C)=O)C(C)C. Its electronic energy is -26163.8346 eV.

Results of the Mulliken charge analysis, in e, for atoms 1 through 8:
1 C -1.340
2 C 0.939
3 O -0.641
4 N 0.460
5 C -1.678
6 C 0.032
7 C -1.295
8 C -0.940

C48H38AlF9N3O6S as an isolated structure in a non-equilibrium geometry, computed with ωB97M-V/def2-TZVPD.

ORCA input file:
```
! RIJCOSX wB97M-V def2-TZVPD def2/J DEFGRID3
* xyz -1 1
N -11.9856 -1.9003 -2.1224
C -11.0414 -0.9054 -2.7570
N -9.9535 -0.4704 -1.7552
N -11.8742 0.3721 -2.9959
C -10.4494 -1.3372 -4.2224
Al -9.3925 -3.0947 -4.2568
C -8.0227 -3.3025 -2.7452
C -6.4800 -3.5423 -3.2182
C -5.7378 -2.1861 -3.8570
F -4.2923 -2.6179 -3.9548
F -6.2534 -2.1194 -5.2763
C -5.9893 -0.8247 -3.0101
F -7.3683 -0.2786 -3.3067
F -5.9758 -1.1068 -1.5278
S -4.8189 0.5934 -3.2956
F -4.4200 0.1433 -4.8931
F -3.4708 -0.1770 -2.5846
F -5.3106 1.2470 -1.7491
F -6.1334 1.5290 -3.9712
F -3.8283 1.9876 -3.5072
H -11.7886 -2.0121 -1.1037
H -12.0323 -2.8094 -2.6316
H -10.3671 -0.3346 -0.8040
H -9.5170 0.4176 -2.0951
H -11.6671 1.0234 -2.1806
H -11.3968 0.8580 -3.8089
H -9.7496 -0.4988 -4.6500
H -11.3395 -1.4476 -5.0007
H -8.6218 -3.3383 -5.6475
H -10.4272 -4.3284 -4.1476
H -8.3444 -4.2533 -2.1046
H -8.1481 -2.3780 -2.0277
H -5.7753 -3.9465 -2.3744
H -6.5215 -4.3240 -4.1197
C -1.3079 -1.3463 -3.4429
C -0.7586 -0.3421 -4.2398
C 0.5349 0.1189 -3.9893
C 1.2776 -0.4176 -2.9305
C 0.7192 -1.4042 -2.1187
C -0.5725 -1.8780 -2.3826
C 1.4746 -1.9420 -0.9689
O 0.9862 -2.8111 -0.2574
C 2.8227 -1.4113 -0.6839
C 3.5267 -1.8706 0.4369
C 4.8076 -1.3838 0.7062
C 5.3914 -0.4465 -0.1456
C 4.6901 0.0170 -1.2597
C 3.3991 -0.4594 -1.5236
C 2.6516 0.0635 -2.6842
O 3.1621 0.8907 -3.4308
H -2.3124 -1.7121 -3.6437
H -1.3365 0.0812 -5.0583
H 0.9592 0.8994 -4.6188
H -1.0099 -2.6577 -1.7614
H 3.0793 -2.6047 1.1053
H 5.3504 -1.7379 1.5800
H 6.3920 -0.0725 0.0599
H 5.1504 0.7524 -1.9175
C 6.4777 -3.4549 9.6561
C 7.2057 -2.5994 8.8295
C 6.6621 -2.1692 7.6180
C 5.3908 -2.6055 7.2257
C 4.6734 -3.4803 8.0407
C 5.2133 -3.8970 9.2645
C 3.3528 -3.9862 7.6140
O 2.7204 -4.7519 8.3310
C 2.8097 -3.5633 6.3078
C 1.5853 -4.0805 5.8649
C 1.0581 -3.6755 4.6368
C 1.7453 -2.7484 3.8538
C 2.9680 -2.2358 4.2899
C 3.5057 -2.6518 5.5152
C 4.8165 -2.1310 5.9510
O 5.4233 -1.3197 5.2613
H 6.8975 -3.7829 10.6046
H 8.1965 -2.2650 9.1289
H 7.2340 -1.4972 6.9802
H 4.6532 -4.5690 9.9124
H 1.0408 -4.8023 6.4716
H 0.1097 -4.0824 4.2924
H 1.3314 -2.4273 2.9004
H 3.5012 -1.5161 3.6710
C 3.1246 3.1663 -1.6186
C 2.7107 3.3222 -0.2959
C 3.3115 4.2866 0.5147
C 4.3385 5.0901 0.0047
C 4.7690 4.9174 -1.3102
C 4.1527 3.9610 -2.1276
C 5.8849 5.7252 -1.8436
O 6.2613 5.5766 -2.9997
C 6.5458 6.7077 -0.9616
C 7.6424 7.4391 -1.4362
C 8.2649 8.3799 -0.6130
C 7.7896 8.5993 0.6797
C 6.7009 7.8681 1.1570
C 6.0841 6.9134 0.3376
C 4.9560 6.1198 0.8640
O 4.5406 6.3087 2.0015
H 2.6501 2.4210 -2.2531
H 1.9180 2.6941 0.1046
H 2.9797 4.4062 1.5447
H 4.4743 3.8299 -3.1593
H 8.0177 7.2762 -2.4453
H 9.1195 8.9430 -0.9818
H 8.2698 9.3373 1.3186
H 6.3385 8.0413 2.1690
*
```

Its electronic energy is -109033.4772 eV.

Results of the Mulliken charge analysis, in e, for atoms 1 through 8:
1 N -0.640
2 C 0.580
3 N -0.602
4 N -0.793
5 C -0.899
6 Al 0.304
7 C -0.497
8 C -0.901

The molecule C16H25NO3, computed with ωB97M-V/def2-TZVPD.

ORCA input file:
```
! RIJCOSX wB97M-V def2-TZVPD def2/J DEFGRID3
* xyz 0 1
C 5.1461 4.1881 -1.6146
C 4.3752 3.3407 -0.6614
C 3.1687 2.8405 -0.9160
C 2.3585 2.0145 -0.0340
C 1.0707 1.6574 -0.4267
C 0.2704 0.8831 0.3882
C 0.7090 0.4220 1.6248
O -0.0756 -0.3087 2.4875
C -1.2537 -0.9208 2.0122
C -0.9694 -2.1018 1.0820
C -2.2590 -2.7796 0.5882
N -3.1133 -1.9976 -0.2791
C -2.5487 -1.6521 -1.5681
C -3.6153 -0.9886 -2.4552
C -4.7597 -1.9561 -2.7406
O -3.0372 -0.4861 -3.6393
C 2.0152 0.7571 2.0291
O 2.6279 0.4121 3.2009
C 2.1188 -0.6182 4.0156
C 2.8020 1.5443 1.1983
H 6.1058 3.7230 -1.8417
H 5.3530 5.1621 -1.1705
H 4.5985 4.3347 -2.5425
H 4.8645 3.1507 0.2835
H 2.7077 3.0624 -1.8716
H 0.6832 1.9930 -1.3773
H -0.7269 0.6516 0.0490
H -1.9070 -0.1826 1.5300
H -1.7564 -1.2755 2.9175
H -0.3728 -2.8361 1.6264
H -0.3773 -1.7618 0.2302
H -1.9883 -3.6875 0.0409
H -2.8614 -3.0733 1.4531
H -3.4326 -1.1599 0.1963
H -1.6843 -0.9693 -1.5120
H -2.2109 -2.5811 -2.0409
H -4.0035 -0.1020 -1.9409
H -4.3953 -2.8086 -3.3120
H -5.5397 -1.4597 -3.3119
H -5.1684 -2.3160 -1.8018
H -2.7431 -1.2318 -4.1754
H 1.9855 -1.5468 3.4546
H 1.1718 -0.3401 4.4821
H 2.8745 -0.7690 4.7870
H 3.7925 1.7735 1.5560
*
```

The structure (SMILES) is C/C=C/c1ccc(OCCCNC[C@H](C)O)c(OC)c1. Its electronic energy is -24628.7245 eV.

Results of the Mulliken charge analysis, in e, for atoms 1 through 8:
1 C -1.305
2 C -0.085
3 C -0.409
4 C 1.184
5 C -1.405
6 C -0.507
7 C 1.087
8 O -0.359

A 2-piece molecular cluster, C4H12 overall, computed with ωB97M-V/def2-TZVPD.

ORCA input file:
```
! RIJCOSX wB97M-V def2-TZVPD def2/J DEFGRID3
* xyz 0 1
C 1.0361 -1.6613 2.0478
C 0.8188 -1.4902 0.5482
H 0.6363 -2.6118 2.4155
H 2.0818 -1.7173 2.3367
H 0.5382 -0.8903 2.6360
H 1.4195 -2.2080 -0.0068
H -0.2266 -1.7077 0.3308
H 1.0345 -0.4731 0.2427
C -1.0545 1.1901 -1.9362
C -0.7837 1.9549 -0.6539
H -0.1644 0.6763 -2.2482
H -1.7623 0.3701 -1.7800
H -1.4203 1.8383 -2.7272
H -1.5847 2.6347 -0.3930
H 0.1750 2.4848 -0.7176
H -0.5922 1.3307 0.2213
*
```

The structure (SMILES) is CC.CC. Its electronic energy is -4342.3997 eV.

Results of the Mulliken charge analysis, in e, for atoms 1 through 8:
1 C -0.931
2 C -0.660
3 H 0.280
4 H 0.291
5 H 0.287
6 H 0.346
7 H 0.246
8 H 0.140

no.,lowest unoccupied orbital energy (eV),E_HOMO (eV)
1,0.0,-9.40
2,2.9,-0.45
3,0.7,-8.34
4,-0.2,-5.30
5,0.8,-7.69
6,1.1,-11.65